C22H43FN3O10S4 | ωB97M-V with the def2-TZVPD basis set

The HOMO energy is -0.1502 hartree. The electronic energy comes out at -94515.0320 eV. The value obtained for the LUMO energy is 0.0557 Eh. The molecular weight comes out at 656.863 g mol⁻¹. As for the orbital gap: 5.60 eV.

```
! RIJCOSX wB97M-V def2-TZVPD def2/J DEFGRID3
* xyz -1 1
N 3.095 -4.591 1.874
C 1.922 -4.817 1.416
C 0.926 -5.599 2.200
C 0.194 -6.799 1.540
N -0.876 -7.243 2.440
N 1.090 -7.972 1.512
C 2.132 -8.002 0.492
C 3.468 -8.504 1.041
F 3.324 -9.446 2.060
C -0.415 -6.412 0.123
O -1.623 -6.587 -0.048
O 0.436 -5.986 -0.687
H 3.609 -4.013 1.212
H 1.614 -4.441 0.451
H 0.177 -4.901 2.555
H 1.441 -5.987 3.079
H -1.293 -6.465 2.928
H -0.464 -7.865 3.123
H 0.470 -8.757 1.358
H 2.292 -7.002 0.116
H 1.845 -8.627 -0.354
H 4.046 -8.979 0.247
H 4.050 -7.670 1.433
C -0.240 -0.018 1.860
C -1.140 -0.706 0.824
C -1.387 -2.141 1.305
S -1.273 -2.088 3.098
O -0.135 -2.872 3.497
O -2.569 -2.320 3.687
C -0.847 -0.352 3.220
H -0.179 1.054 1.695
H 0.772 -0.417 1.796
H -2.088 -0.169 0.749
H -0.684 -0.703 -0.163
H -2.368 -2.525 1.038
H -0.622 -2.833 0.957
H -0.164 -0.213 4.055
H -1.774 0.198 3.392
C 2.779 2.052 -3.211
C 1.915 0.966 -3.869
C 0.933 0.458 -2.806
S 0.667 1.839 -1.681
O 1.181 1.475 -0.384
O -0.688 2.318 -1.801
C 1.805 2.966 -2.472
H 3.357 2.609 -3.947
H 3.478 1.597 -2.507
H 1.363 1.399 -4.705
H 2.519 0.148 -4.259
H -0.029 0.163 -3.216
H 1.350 -0.359 -2.220
H 2.269 3.585 -1.708
H 1.228 3.574 -3.168
C -1.575 3.400 4.533
C -1.054 4.236 5.712
C 0.290 4.840 5.288
S 0.216 5.016 3.496
O 1.206 4.155 2.908
O 0.163 6.413 3.145
C -1.401 4.272 3.293
H -2.614 3.108 4.671
H -0.982 2.489 4.433
H -1.764 5.035 5.933
H -0.946 3.636 6.614
H 0.471 5.821 5.718
H 1.126 4.179 5.508
H -1.419 3.726 2.353
H -2.127 5.084 3.270
C -3.066 4.762 -6.013
C -3.109 6.239 -5.593
C -1.789 6.548 -4.874
S -0.570 5.424 -5.573
O -0.143 4.520 -4.535
O 0.398 6.155 -6.348
C -1.698 4.549 -6.654
H -3.869 4.513 -6.704
H -3.166 4.121 -5.135
H -3.204 6.869 -6.479
H -3.960 6.449 -4.948
H -1.441 7.565 -5.032
H -1.843 6.334 -3.809
H -1.389 3.508 -6.710
H -1.632 5.016 -7.636
*
```

C22H43N2NdOP2S | ωB97M-V with the def2-TZVPD basis set

The HOMO energy (spin up / spin down) is -0.4884 / -0.4921 hartree. As for the expectation value of S²: 3.757. The electronic energy comes out at -73215.9408 eV. The value obtained for the LUMO energy (spin up / spin down) is -0.2136 / -0.2129 Eh. The molecular weight comes out at 589.854 g mol⁻¹. As for the orbital gap (spin up / spin down): 7.48 / 7.60 eV.

```
! RIJCOSX wB97M-V def2-TZVPD def2/J DEFGRID3
* xyz 2 4
Nd -0.514 -0.854 0.865
P 2.191 1.709 -0.860
P -3.197 -0.591 -0.292
N -1.376 1.147 1.026
C 0.933 2.088 0.432
H 1.177 1.481 1.331
H 1.107 3.139 0.731
C -0.587 1.971 0.097
H -1.000 2.998 0.094
H -0.712 1.596 -0.944
C -2.728 1.664 1.347
H -2.882 2.636 0.847
H -2.794 1.863 2.429
C -3.830 0.669 0.926
H -4.662 1.213 0.450
H -4.225 0.146 1.813
C -3.659 -2.216 0.544
C -2.724 -2.520 1.735
H -2.562 -1.662 2.418
H -1.748 -2.953 1.407
H -3.176 -3.305 2.352
C -4.264 -0.335 -1.753
C -3.658 -1.037 -2.981
H -4.213 -0.750 -3.883
H -3.700 -2.132 -2.885
H -2.609 -0.746 -3.125
C 2.074 2.912 -2.215
C 3.237 2.795 -3.215
H 3.080 3.523 -4.022
H 3.284 1.798 -3.675
H 4.208 3.025 -2.752
C 3.766 1.765 0.076
C 4.963 1.100 -0.617
H 5.850 1.254 0.012
H 5.174 1.529 -1.605
H 4.824 0.017 -0.719
C 2.150 -0.005 -1.538
C -5.719 -0.725 -1.476
H -6.114 -0.230 -0.579
H -6.341 -0.408 -2.325
H -5.834 -1.811 -1.361
C 1.856 4.355 -1.738
H 1.752 5.001 -2.619
H 0.940 4.459 -1.144
H 2.706 4.731 -1.153
C 4.105 3.170 0.576
H 4.890 3.077 1.339
H 4.506 3.810 -0.222
H 3.260 3.677 1.057
C -3.690 -3.404 -0.428
H -2.742 -3.518 -0.976
H -3.848 -4.327 0.147
H -4.501 -3.342 -1.162
H -4.676 -2.028 0.926
H 3.517 1.144 0.958
H -4.219 0.758 -1.930
H 1.152 2.593 -2.739
O 1.370 -0.783 -0.652
H 1.882 -0.047 -2.609
H 3.172 -0.293 -1.920
S 1.078 -0.522 3.103
C 1.626 -2.146 3.064
N 2.229 -2.652 1.917
C 2.760 -3.919 1.868
C 2.666 -4.743 2.972
C 1.995 -4.292 4.122
C 1.492 -2.999 4.164
H 2.336 -2.038 1.097
H 3.228 -4.194 0.924
H 3.110 -5.738 2.934
H 1.882 -4.949 4.982
H 0.975 -2.597 5.032
*
```

C22H43N2OP3Zr | ωB97M-V with the def2-TZVPD basis set

The HOMO energy is -0.7269 hartree. The electronic energy comes out at -57646.2375 eV. The value obtained for the LUMO energy is -0.5244 Eh. The molecular weight comes out at 535.745 g mol⁻¹. As for the orbital gap: 5.51 eV.

```
! RIJCOSX wB97M-V def2-TZVPD def2/J DEFGRID3
* xyz 4 1
Zr 0.392 0.188 0.101
P 2.806 1.138 -0.137
P -0.277 1.916 1.967
P -0.113 -2.144 -1.327
H -4.026 1.874 0.398
C -4.543 0.986 0.013
C -4.556 -0.144 0.745
H -4.130 -0.237 1.714
C 2.721 2.791 -0.966
C 4.157 1.413 1.081
C 3.585 0.043 -1.391
C -1.887 1.840 2.782
C 0.855 1.632 3.393
C -0.086 3.703 1.677
C -1.727 -2.995 -1.252
C 0.998 -3.499 -0.817
C 0.170 -2.078 -3.122
H -4.978 1.021 -0.996
H -5.028 -1.065 0.370
H 2.819 2.685 -2.058
H 3.516 3.459 -0.585
H 1.755 3.254 -0.748
H 5.109 1.514 0.517
H 4.170 0.516 1.728
H 3.927 2.338 1.645
H 4.523 0.487 -1.757
H 2.894 -0.129 -2.232
H 3.805 -0.920 -0.908
H -1.978 2.751 3.384
H -1.909 0.959 3.429
H -2.691 1.760 2.041
H 0.684 2.460 4.097
H 1.917 1.600 3.100
H 0.617 0.672 3.875
H -0.412 4.203 2.602
H -0.744 3.984 0.841
H 0.957 3.958 1.428
H -1.853 -3.708 -2.078
H -2.538 -2.260 -1.311
H -1.837 -3.545 -0.311
H 0.925 -4.347 -1.523
H 0.719 -3.834 0.196
H 2.036 -3.124 -0.818
H -0.207 -2.978 -3.629
H 1.245 -2.006 -3.317
H -0.341 -1.197 -3.537
C -0.885 1.260 -2.837
C 0.005 2.214 -3.309
C -0.290 2.706 -4.581
C -1.352 2.151 -5.315
C -2.155 1.097 -4.841
C -1.983 0.671 -3.502
O -0.745 0.954 -1.468
H -1.571 0.655 -1.019
H 0.829 2.563 -2.676
H 0.346 3.487 -4.990
H -1.607 2.563 -6.301
H -2.949 0.663 -5.481
H -2.575 -0.175 -3.053
N 0.531 -4.112 4.649
C 0.364 -3.217 3.649
C 1.444 -2.456 3.184
C 1.239 -1.531 2.186
N -0.028 -1.287 1.706
C -1.077 -2.080 2.102
C -0.905 -3.049 3.071
H 1.436 -4.247 5.080
H -0.236 -4.663 4.982
H 2.411 -2.598 3.658
H 2.074 -0.950 1.748
H -2.038 -1.888 1.610
H -1.724 -3.669 3.442
*
```

C22H43N4O5PS | ωB97M-V with the def2-TZVPD basis set

The HOMO energy is -0.2918 hartree. The electronic energy comes out at -59832.0245 eV. The value obtained for the LUMO energy is -0.0486 Eh. The molecular weight comes out at 506.650 g mol⁻¹. As for the orbital gap: 6.62 eV.

```
! RIJCOSX wB97M-V def2-TZVPD def2/J DEFGRID3
* xyz 0 1
C -0.774 -3.738 2.350
C -0.701 -2.449 1.393
O -1.051 -2.710 0.020
C -1.921 -1.713 -0.549
C -1.185 -0.770 -1.619
C 0.235 -0.431 -1.052
C 0.413 0.622 0.032
P -0.926 1.636 0.812
O -0.561 3.079 0.685
O -2.432 1.423 0.147
O -1.018 1.327 2.468
C 1.783 0.839 0.533
C 2.964 0.075 0.039
N 4.305 0.119 0.414
S 5.022 -1.038 -0.552
N 3.815 -1.689 -1.525
C 2.723 -0.954 -1.054
C 1.347 -1.217 -1.607
O 1.154 -2.192 -2.576
H -0.452 -3.384 3.378
H -0.028 -4.531 2.062
H -1.826 -4.121 2.438
H -1.255 -1.599 1.875
H 0.397 -2.147 1.390
H -2.505 -1.105 0.191
H -2.695 -2.279 -1.159
H -1.781 0.150 -1.861
H -1.120 -1.373 -2.567
H -3.071 1.046 0.785
H -0.969 0.358 2.609
H 1.919 1.595 1.344
H 0.602 -2.917 -2.211
C 3.200 1.907 -3.180
C 4.673 1.655 -3.476
N 4.960 1.450 -4.888
C 6.303 0.936 -5.133
C 7.486 1.833 -4.763
C 4.520 2.502 -5.793
C 5.048 3.918 -5.553
H 2.576 1.102 -3.577
H 3.042 1.951 -2.100
H 2.853 2.856 -3.596
H 4.963 0.754 -2.923
H 5.264 2.481 -3.057
H 6.391 0.652 -6.187
H 6.407 -0.005 -4.581
H 7.617 2.644 -5.478
H 8.408 1.246 -4.781
H 7.392 2.256 -3.761
H 3.426 2.540 -5.765
H 4.748 2.210 -6.823
H 5.017 4.204 -4.500
H 4.431 4.636 -6.100
H 6.068 4.037 -5.916
C -4.794 -2.503 2.554
C -4.410 -1.799 3.848
N -4.739 -0.381 3.857
C -4.125 0.345 4.966
C -4.562 -0.024 6.384
C -6.129 -0.041 3.581
C -7.204 -0.633 4.494
H -4.345 -2.004 1.691
H -4.431 -3.534 2.569
H -5.877 -2.543 2.421
H -3.327 -1.911 3.969
H -4.873 -2.331 4.690
H -4.276 1.419 4.818
H -3.041 0.205 4.899
H -5.552 0.366 6.617
H -3.871 0.421 7.105
H -4.557 -1.101 6.556
H -6.356 -0.342 2.553
H -6.238 1.049 3.568
H -7.044 -1.693 4.697
H -8.183 -0.541 4.015
H -7.266 -0.103 5.444
*
```